Entry 1:
C47H32N3O3S5Tl as an isolated structure in a non-equilibrium geometry. Source: OMol25; level of theory: wB97M-V/def2-TZVPD.

Structure (XYZ):
```
91
C47H32N3O3S5Tl wB97M-V/def2-TZVPD
Tl -0.6615 -1.6517 1.0593
S 1.2546 -1.7902 2.8471
C 0.0345 -1.7702 4.0938
C 0.2020 -2.6432 5.1714
C -0.7353 -2.7335 6.1857
C -0.5199 -3.6408 7.2680
N -0.3255 -4.3753 8.1307
C -1.8991 -1.9450 6.1185
C -2.0714 -1.0763 5.0549
C -1.1175 -0.9531 4.0428
S -1.4558 0.1732 2.7501
C -2.9242 -2.0672 7.1063
N -3.7651 -2.1771 7.8827
H 1.0877 -3.2620 5.2007
H -2.9685 -0.4754 5.0007
O -1.7912 -3.3317 2.3914
N -2.3575 -4.3695 1.8365
C -2.9867 -5.2457 2.6507
C -3.6179 -6.3600 2.1697
C -3.6183 -6.5917 0.7952
C -2.9764 -5.6952 -0.0253
C -2.3204 -4.5723 0.4925
S -1.4957 -3.5075 -0.5893
H -2.9441 -4.9896 3.6983
H -4.1042 -7.0358 2.8571
H -4.1126 -7.4588 0.3801
H -2.9548 -5.8294 -1.0975
C 7.0945 -2.5035 -3.0563
C 5.6961 -2.1927 -2.5989
C 4.8236 -1.4747 -3.4151
C 3.5251 -1.2121 -3.0129
C 3.1005 -1.6646 -1.7769
C 3.9369 -2.4020 -0.9547
C 5.2357 -2.6535 -1.3679
S 1.3937 -1.3353 -1.2914
O 0.6144 -1.2091 -2.5313
C 1.6882 0.3154 -0.5839
C 2.5380 0.3182 0.5429
C 2.7455 1.4599 1.2502
C 2.1102 2.6620 0.8693
C 2.2878 3.8533 1.6093
C 1.6990 5.0182 1.2083
C 0.9047 5.0431 0.0459
C 0.6971 3.9025 -0.6785
C 1.2898 2.6772 -0.2866
C 1.0770 1.4676 -1.0219
C 0.2680 1.5587 -2.2723
C 0.8869 2.1154 -3.4333
C 2.2574 2.4752 -3.4553
C 2.8284 2.9830 -4.5885
C 2.0597 3.1654 -5.7547
C 0.7387 2.8200 -5.7656
C 0.1191 2.2788 -4.6151
C -1.2374 1.8772 -4.6257
C -1.8000 1.3150 -3.5212
C -1.0415 1.1718 -2.3482
S -1.8161 0.2340 -1.0151
O -2.7480 -0.7039 -1.6598
C -2.8288 1.5517 -0.3215
C -4.1968 1.4916 -0.4992
C -4.9973 2.4699 0.0721
C -4.4414 3.4961 0.8297
C -5.3052 4.5406 1.4817
C -3.0579 3.5244 1.0052
C -2.2491 2.5557 0.4404
H 7.4617 -1.7402 -3.7409
H 7.1108 -3.4609 -3.5816
H 7.7780 -2.5751 -2.2114
H 5.1645 -1.1235 -4.3817
H 2.8359 -0.6665 -3.6475
H 3.5807 -2.7863 -0.0053
H 5.8972 -3.2281 -0.7308
H 3.0288 -0.5988 0.8369
H 3.3916 1.4506 2.1191
H 2.8998 3.8212 2.5026
H 1.8400 5.9250 1.7823
H 0.4594 5.9758 -0.2756
H 0.0727 3.9310 -1.5619
H 2.8580 2.3347 -2.5661
H 3.8780 3.2477 -4.5919
H 2.5249 3.5753 -6.6419
H 0.1430 2.9510 -6.6613
H -1.8189 2.0011 -5.5309
H -2.8168 0.9419 -3.5262
H -4.6208 0.6774 -1.0740
H -6.0710 2.4235 -0.0630
H -6.3367 4.4684 1.1413
H -4.9366 5.5433 1.2636
H -5.2902 4.4101 2.5654
H -2.6095 4.3075 1.6058
H -1.1762 2.5785 0.5993
```

Properties
* lowest unoccupied orbital energy: -0.0561 hartree
* total energy: -4363.58132 Eh
* gap between HOMO and LUMO: 0.237 Ha

Entry 2:
A 2-piece molecular cluster, C3H10N4 overall in a non-equilibrium geometry. Source: OMol25; level of theory: wB97M-V/def2-TZVPD.

Structure (XYZ):
```
17
C3H10N4 wB97M-V/def2-TZVPD
C -0.8499 -1.6939 -1.3163
C -0.5816 -0.6310 0.8134
N -1.2553 -0.6913 -0.3363
H 0.0105 -1.3252 -1.8863
H -0.5643 -2.6230 -0.8154
H -1.6712 -1.9005 -2.0026
H 0.0683 -1.4503 1.1039
H -1.0209 -0.0480 1.6160
N -0.4674 1.6182 -0.9988
N 1.7641 0.8441 1.6541
C 1.0253 0.7451 0.4565
N 0.2371 1.7609 0.1074
H -1.2513 0.3568 -0.8041
H -1.1218 2.4038 -1.0155
H 2.7635 0.9068 1.5070
H 1.4389 1.6136 2.2270
H 1.4760 0.1139 -0.3101
```

Properties
* energy relative to the best compared isomer or geometry (same formula, charge and spin): 73.8 kcal/mol
* lowest unoccupied orbital energy: 0.0277 hartree
* total energy: -339.21027 Eh
* gap between HOMO and LUMO: 0.302 Ha

Entry 3:
C26H37BaMnN5O4 as an isolated structure in a non-equilibrium geometry. Source: OMol25; level of theory: wB97M-V/def2-TZVPD.

Structure (XYZ):
```
74
C26H37BaMnN5O4 wB97M-V/def2-TZVPD
Ba -13.8422 18.4740 -8.3624
Mn -7.5137 12.6083 -6.9496
C -9.9479 15.5255 -8.9508
C -9.3935 14.6602 -8.0889
C -9.8652 14.5208 -6.6709
O -9.2362 13.7642 -5.8199
C -10.9471 15.2332 -6.2211
C -11.7198 16.0629 -7.0910
C -11.0480 16.3906 -8.5193
O -11.5133 17.3161 -9.2051
O -12.8586 16.5353 -6.8669
O -8.3647 14.0171 -8.5410
H -9.6158 15.6036 -9.9755
H -11.1866 15.1320 -5.1729
C -15.1151 13.2025 -4.1246
C -14.0844 14.2057 -4.7265
C -13.6199 15.2992 -3.7664
C -12.8804 14.8013 -2.5980
N -12.2692 14.4017 -1.7002
H -14.5441 12.6230 -3.3992
H -15.5614 12.4664 -4.7933
H -15.9187 13.7451 -3.6267
H -14.4835 14.6839 -5.6210
H -13.2205 13.6628 -5.1099
H -14.4301 15.9588 -3.4556
H -12.9608 15.9986 -4.2808
C -12.6072 12.8318 -10.5294
C -13.5432 13.9872 -10.1387
C -14.2820 13.7037 -8.7778
C -15.3028 12.6715 -8.9262
N -16.1280 11.8193 -9.0270
H -12.1056 13.0369 -11.4751
H -13.2126 11.9328 -10.6450
H -11.8191 12.7205 -9.7846
H -14.2604 14.2612 -10.9124
H -12.8513 14.8103 -9.9600
H -14.7252 14.5946 -8.3327
H -13.5267 13.2376 -8.1451
C -7.0643 18.5158 -10.7985
C -8.4929 17.9510 -10.8783
C -9.5515 18.7425 -11.6844
C -9.6510 20.1794 -11.3267
N -9.6934 21.3027 -11.1013
H -7.1037 19.5350 -10.4142
H -6.4882 18.5906 -11.7208
H -6.4881 17.8859 -10.1207
H -8.9340 17.6487 -9.9285
H -8.4483 17.0047 -11.4174
H -10.5248 18.2634 -11.5790
H -9.2492 18.7335 -12.7315
C -11.6907 15.6000 -12.7378
C -10.6639 15.2874 -13.8538
C -10.9275 15.9538 -15.2506
C -12.2550 15.5966 -15.8782
N -13.2729 15.3120 -16.3466
H -11.4902 14.9400 -11.8939
H -12.6733 15.3691 -13.1493
H -11.7458 16.6249 -12.3708
H -10.6192 14.2035 -13.9600
H -9.6418 15.5158 -13.5516
H -10.1524 15.5925 -15.9264
H -10.8709 17.0386 -15.1606
C -4.8473 16.0242 -12.9426
C -6.0123 15.1150 -12.6269
C -5.8274 14.1832 -11.4137
C -5.2832 14.7917 -10.1860
N -4.8476 15.2764 -9.2040
H -3.9193 15.5107 -13.1939
H -4.6526 16.7903 -12.1921
H -5.1357 16.6084 -13.8165
H -6.3588 14.6358 -13.5426
H -6.8313 15.7891 -12.3758
H -5.2071 13.3224 -11.6635
H -6.8226 13.9030 -11.0687
```

Properties
* charge: +3
* ⟨S²⟩: 12.03
* lowest unoccupied orbital energy (alpha / beta): -0.4388 / -0.4964 hartree
* total energy: -2762.97913 Eh
* 2S+1: 7
* gap between HOMO and LUMO (alpha / beta): 0.188 / 0.131 Ha

Entry 4:
C6H5Br4NO3 as an isolated structure in a non-equilibrium geometry. Source: OMol25; level of theory: wB97M-V/def2-TZVPD.

Structure (XYZ):
```
19
C6H5Br4NO3 wB97M-V/def2-TZVPD
C -0.5077 -1.0271 -0.8059
C -1.6232 0.4267 0.9869
C 1.3958 0.2847 -1.1867
C 0.7218 1.3205 -0.3921
C -2.7883 -0.4830 1.2873
C 2.5761 -0.3040 -0.3770
N -0.8238 -0.0098 -0.0496
O -1.2215 -1.9650 -0.9677
O -1.2768 1.4142 1.6242
O 0.5967 -0.7855 -1.5756
Br 0.1758 2.9435 -1.2066
Br 1.9299 -1.3950 1.0734
Br 3.6925 -1.2850 -1.5755
Br 3.6019 1.1967 0.2436
H 1.8217 0.6384 -2.1273
H 0.8979 1.5550 0.6974
H -2.4857 -1.2151 2.0909
H -2.9069 -1.2390 0.5356
H -3.7762 -0.0711 1.7246
```

Properties
* energy relative to the best compared isomer or geometry (same formula, charge and spin): 0.0 kcal/mol
* lowest unoccupied orbital energy: -0.0316 hartree
* total energy: -10808.09042 Eh
* gap between HOMO and LUMO: 0.345 Ha

Entry 5:
An isolated ion of composition C8H7N2O2 and charge -1 in a non-equilibrium geometry. Source: OMol25; level of theory: wB97M-V/def2-TZVPD.

Structure (XYZ):
```
19
C8H7N2O2 wB97M-V/def2-TZVPD
C 3.2332 1.0746 0.2577
C 1.3193 -0.7228 0.5655
C 1.5563 0.6122 0.1466
C -0.9340 0.7839 0.1629
C -0.9970 -0.5770 0.3598
C -2.1023 1.6575 0.0443
C 0.4149 1.6336 0.1399
C -2.2032 -1.4272 0.2127
N 0.1146 -1.3018 0.5626
N 4.0577 0.8956 -0.6627
O -2.0762 2.7228 0.7019
O -2.8730 1.2461 -0.8059
H 1.9950 -1.3434 1.0022
H 0.5572 2.3943 0.9990
H 0.3766 2.2659 -0.7522
H -3.0596 -0.8429 0.5119
H -2.0889 -2.2707 0.7860
H -2.4311 -1.6775 -0.7520
H 5.0946 0.9319 -0.6322
```

Properties
* energy relative to the best compared isomer or geometry (same formula, charge and spin): 67.6 kcal/mol
* charge: -1
* lowest unoccupied orbital energy (alpha / beta): 0.0915 / 0.0926 hartree
* SMILES: CC1=C(C(=O)[O-])CC(=C=N)C=N1
* total energy: -568.93014 Eh
* gap between HOMO and LUMO (alpha / beta): 0.240 / 0.255 Ha

Entry 6:
A 2-piece molecular cluster, C7H17N overall in a non-equilibrium geometry. Source: OMol25; level of theory: wB97M-V/def2-TZVPD.

Structure (XYZ):
```
25
C7H17N wB97M-V/def2-TZVPD
C 0.1397 2.8001 -0.7946
C 0.1303 -0.6242 -2.7313
C -0.3989 0.5618 -1.9093
C 0.5568 1.7427 -1.8165
H -0.9703 2.8499 -0.6901
H 0.4751 3.8444 -1.0616
H 0.5529 2.5873 0.1847
H -0.5452 -1.4832 -2.6911
H 1.1059 -0.9507 -2.2817
H 0.3144 -0.3580 -3.8179
H -0.6339 0.1081 -0.9283
H -1.3894 0.8631 -2.2996
H 1.6171 1.4453 -1.5211
H 0.6686 2.1144 -2.8386
C 1.7250 -0.7252 2.4748
C 0.2572 -0.6809 2.0929
C -0.5510 -1.7106 1.6352
N -1.9523 -1.6701 1.5310
H 2.0933 -1.7959 2.4998
H 2.3587 -0.1555 1.7776
H 1.8607 -0.3125 3.4614
H -0.1932 0.3233 2.1367
H -0.1106 -2.6606 1.2844
H -2.3106 -2.1907 0.7243
H -2.3823 -0.7199 1.6372
```

Properties
* energy relative to the best compared isomer or geometry (same formula, charge and spin): 30.8 kcal/mol
* lowest unoccupied orbital energy: 0.0382 hartree
* SMILES: C/C=C/N.CCCC
* total energy: -331.62182 Eh
* gap between HOMO and LUMO: 0.328 Ha